{
  "formula": "C7H10N",
  "method": "ωB97M-V/def2-TZVPD",
  "symbols": ["C", "C", "C", "C", "C", "C", "C", "N", "H", "H", "H", "H", "H", "H", "H", "H", "H", "H"],
  "positions_angstrom": [[-0.4113, -0.2266, 1.8842], [0.9905, -0.0705, 2.3391], [0.7402, 1.5697, -1.9824], [0.1551, -0.7123, -2.2272], [1.4337, 0.1988, -2.3132], [0.4966, 0.3280, -1.2754], [-1.7919, -0.4054, 2.2419], [0.4405, -0.0937, 0.9742], [1.3088, 0.8833, 2.7352], [1.5633, -0.9325, 2.6518], [1.3850, 2.3083, -1.5307], [-0.0356, 1.9748, -2.6248], [-0.6859, -0.5697, -2.8975], [0.3488, -1.7371, -1.9512], [2.4331, -0.0271, -2.5987], [-1.9930, -1.4761, 2.3489], [-2.4521, -0.0137, 1.4691], [-2.0031, 0.0615, 3.2040]],
  "forces_ev_per_a": [[1.77, 0.20, -0.03], [-0.09, -0.09, 0.73], [1.47, -1.64, 0.75], [1.91, 0.63, 1.17], [0.84, 0.58, -6.48], [-5.29, 0.74, 4.72], [-0.98, -0.21, 0.04], [-0.51, -0.14, -0.30], [0.08, 0.11, 0.01], [0.01, -0.08, 0.06], [-0.01, 0.08, 0.18], [-0.04, -0.42, -0.66], [0.22, 0.51, -0.62], [-0.07, -0.12, 0.16], [0.71, -0.21, 0.31], [0.03, 0.05, 0.03], [-0.06, 0.00, 0.03], [0.00, 0.02, -0.10]],
  "s2": 2.009,
  "homo_ev": [-12.177, -13.604],
  "multiplicity": 3,
  "orbital_gap_ev": [9.79, 5.18],
  "relative_energy_kcal_mol": 77.34,
  "total_charge": 1,
  "largest_force_ev_per_a": 7.1
}